Record 1
{
  "formula": "C4H9N3O",
  "method": "ωB97M-V with the def2-TZVPD basis set",
  "homo_lumo_gap_ev": 9.26,
  "e_homo_ha": -0.31403,
  "smiles": "N/N=N\\O.C=CC=C",
  "e_lumo_ev": 0.71,
  "elements": ["N", "O", "N", "N", "H", "H", "H", "C", "C", "C", "C", "H", "H", "H", "H", "H", "H"],
  "xyz": [[-1.5861, 1.0719, -0.5113], [-3.3461, -0.8211, -0.2574], [-2.1156, -0.8896, 0.4703], [-1.3157, 0.0009, 0.2262], [-3.8510, -1.5648, 0.0881], [-2.3646, 1.0159, -1.1569], [-0.7940, 1.6969, -0.5924], [1.4146, 0.5707, -0.5146], [1.9399, -0.7670, -0.2286], [1.2691, 1.5338, 0.4371], [1.4617, -1.6017, 0.6871], [1.6259, 0.9120, -1.5252], [2.7891, -1.0518, -0.8381], [1.6267, 2.5413, 0.2858], [0.6290, -1.3284, 1.3158], [1.7890, -2.6284, 0.7188], [0.8280, 1.3092, 1.3953]],
  "mulliken_charge": [-0.46, -0.46, -0.40, 0.46, 0.37, 0.24, 0.27, -0.21, -0.02, -0.72, -0.78, 0.29, 0.30, 0.30, 0.23, 0.27, 0.31]
}

Record 2
{
  "formula": "C40H67CdGeINO6Se",
  "method": "ωB97M-V with the def2-TZVPD basis set",
  "homo_lumo_gap_ev": [5.51, 4.40],
  "multiplicity": 2,
  "e_homo_ha": [-0.26861, -0.26646],
  "s_squared": 0.82,
  "e_lumo_ev": [-1.80, -2.85],
  "elements": ["Cd", "C", "C", "C", "C", "O", "Ge", "O", "C", "C", "C", "C", "O", "C", "C", "C", "C", "H", "H", "H", "H", "H", "H", "H", "H", "H", "H", "H", "H", "H", "H", "H", "H", "H", "H", "H", "H", "H", "H", "H", "H", "H", "H", "H", "C", "C", "C", "C", "C", "C", "C", "Se", "C", "C", "C", "C", "C", "C", "O", "C", "C", "C", "C", "C", "C", "C", "C", "C", "O", "C", "C", "C", "C", "C", "C", "H", "H", "H", "H", "H", "H", "H", "H", "H", "H", "H", "H", "H", "H", "H", "H", "H", "H", "H", "H", "H", "H", "H", "H", "H", "H", "H", "H", "H", "H", "H", "H", "H", "H", "H", "H", "H", "H", "H", "H", "I", "O", "N"],
  "xyz": [[0.4195, -0.5075, -0.5421], [-0.2380, -4.1527, -1.9764], [0.6444, -3.6401, -0.8293], [1.9838, -3.1295, -1.3817], [0.9140, -4.8084, 0.1267], [-0.0382, -2.5810, -0.1746], [-0.0316, -2.3165, 1.7748], [-1.2360, -0.7537, 1.4777], [-1.9684, -0.2248, 2.5643], [-1.0279, 0.4327, 3.5818], [-2.9568, 0.8303, 2.0453], [-2.7771, -1.3348, 3.2481], [1.5735, -1.2584, 1.4946], [2.7095, -1.1425, 2.3140], [2.6157, -2.0586, 3.5388], [2.8409, 0.3084, 2.7990], [3.9618, -1.5352, 1.5103], [0.2606, -4.9593, -2.5092], [-0.4588, -3.3464, -2.6707], [-1.1826, -4.5150, -1.5770], [2.4646, -3.8882, -1.9969], [2.6423, -2.8697, -0.5559], [1.8234, -2.2352, -1.9886], [1.3450, -5.6417, -0.4242], [-0.0208, -5.1252, 0.5880], [1.6122, -4.4968, 0.9038], [-0.3980, 1.1669, 3.0819], [-0.3866, -0.3261, 4.0305], [-1.6022, 0.9229, 4.3651], [-2.4328, 1.6379, 1.5380], [-3.5230, 1.2499, 2.8732], [-3.6548, 0.3760, 1.3403], [-2.0974, -2.0544, 3.7045], [-3.3823, -1.8545, 2.5068], [-3.4228, -0.9159, 4.0167], [1.7503, -1.7915, 4.1436], [3.5118, -1.9564, 4.1443], [2.5163, -3.0972, 3.2259], [2.0361, 0.5473, 3.4911], [2.7888, 0.9853, 1.9495], [3.7897, 0.4525, 3.3084], [3.9657, -2.6061, 1.3082], [4.8596, -1.2881, 2.0715], [3.9797, -0.9963, 0.5662], [-4.3207, 1.7125, -6.3412], [-3.2193, 2.6265, -5.7821], [-3.8695, 3.7668, -4.9928], [-2.4411, 3.2540, -6.9472], [-2.3111, 1.7623, -4.9223], [-2.4080, 1.6997, -3.5388], [-1.6162, 0.8030, -2.8493], [-1.9027, 0.4244, -0.9982], [0.2771, 3.1683, -1.0007], [0.1298, 4.5036, -1.4578], [1.1871, 5.1750, -1.9732], [2.4590, 4.5343, -1.9357], [2.6914, 3.2650, -1.4838], [1.5657, 2.4781, -1.0076], [1.6491, 1.2961, -0.6056], [4.1346, 2.7554, -1.4860], [4.7611, 2.9461, -2.8768], [4.2827, 1.2777, -1.1200], [4.9219, 3.5784, -0.4552], [1.0250, 6.5376, -2.6189], [1.6485, 6.4849, -4.0200], [1.7158, 7.6102, -1.7685], [-0.4568, 6.9052, -2.7597], [-0.6139, -0.0079, -3.4529], [0.1989, -0.6630, -2.7082], [-0.6324, -0.0454, -4.8840], [-1.4600, 0.8408, -5.5403], [0.0397, -1.1517, -5.6862], [0.4567, -0.6774, -7.0854], [-1.0258, -2.2559, -5.8137], [1.2804, -1.7350, -5.0082], [-5.0133, 2.2767, -6.9614], [-4.8768, 1.2548, -5.5273], [-3.8922, 0.9163, -6.9442], [-4.4164, 4.4125, -5.6788], [-3.1157, 4.3674, -4.4870], [-4.5728, 3.3900, -4.2549], [-3.1005, 3.9046, -7.5180], [-2.0501, 2.5047, -7.6286], [-1.6082, 3.8476, -6.5772], [-3.1176, 2.2948, -2.9818], [-0.8675, 4.9118, -1.3987], [3.3047, 5.1076, -2.2880], [4.1644, 2.4430, -3.6336], [5.7622, 2.5204, -2.8940], [4.8482, 3.9941, -3.1464], [3.7145, 0.6424, -1.7975], [3.9446, 1.1008, -0.1044], [5.3321, 0.9898, -1.1788], [4.9243, 4.6345, -0.7102], [5.9521, 3.2361, -0.4130], [4.4875, 3.4677, 0.5355], [2.7299, 6.3942, -3.9699], [1.4101, 7.3917, -4.5699], [1.2550, 5.6319, -4.5687], [2.7781, 7.4055, -1.6579], [1.2705, 7.6488, -0.7756], [1.5991, 8.5840, -2.2406], [-1.0029, 6.1178, -3.2750], [-0.5562, 7.8185, -3.3409], [-0.9129, 7.0737, -1.7862], [-1.4878, 0.7897, -6.6151], [-0.4000, -0.4927, -7.7276], [1.0568, -1.4515, -7.5575], [1.0518, 0.2315, -7.0219], [-1.8945, -1.8844, -6.3531], [-1.3597, -2.5755, -4.8285], [-0.6242, -3.1162, -6.3445], [2.0060, -0.9525, -4.7927], [1.7451, -2.4676, -5.6662], [1.0148, -2.2303, -4.0818], [-3.1061, -1.7157, -1.3878], [-1.9528, 2.9577, -0.6777], [-0.7868, 2.4772, -0.6345]],
  "mulliken_charge": [6.14, -1.60, 2.20, -1.26, -1.93, -0.91, -0.42, -0.10, 1.55, -1.42, -1.89, -1.76, -0.07, 1.59, -1.92, -1.42, -1.83, 0.42, 0.06, 0.40, 0.61, -0.39, 0.09, 0.48, 0.41, 0.39, 0.21, 0.23, 0.52, 0.37, 0.53, 0.35, 0.34, 0.33, 0.45, 0.33, 0.46, 0.39, 0.28, 0.09, 0.45, 0.34, 0.49, 0.32, -1.66, 1.91, -1.82, -1.71, -0.47, 0.26, -0.60, -0.41, -1.20, -0.26, -0.56, -0.68, 0.00, 0.57, -1.34, 2.24, -1.85, -2.05, -1.84, 2.13, -1.67, -1.71, -2.18, 0.46, -1.29, -0.26, -0.16, 2.44, -2.08, -1.55, -1.99, 0.46, 0.32, 0.35, 0.48, 0.19, 0.33, 0.50, 0.33, 0.31, 0.36, 0.78, 0.48, 0.39, 0.48, 0.36, 0.36, 0.14, 0.55, 0.37, 0.50, 0.31, 0.37, 0.48, 0.35, 0.31, 0.37, 0.47, 0.40, 0.46, 0.36, 0.24, 0.39, 0.50, 0.38, 0.32, 0.23, 0.43, 0.38, 0.54, 0.19, -0.33, -0.56, 0.80]
}

Record 3
{
  "formula": "C17H14Cl2N4O2",
  "method": "ωB97M-V with the def2-TZVPD basis set",
  "homo_lumo_gap_ev": 7.71,
  "e_homo_ha": -0.29471,
  "e_lumo_ev": -0.31,
  "elements": ["O", "Cl", "Cl", "N", "N", "O", "C", "C", "C", "C", "C", "C", "C", "C", "C", "C", "C", "C", "C", "C", "C", "N", "N", "C", "C", "H", "H", "H", "H", "H", "H", "H", "H", "H", "H", "H", "H", "H", "H"],
  "xyz": [[-3.6492, -0.2677, 2.9599], [1.2666, -3.7082, -1.9002], [-1.6374, -3.1163, -2.7414], [0.4209, 1.8931, 2.4829], [-2.2222, -0.1109, 1.2882], [-0.4547, 0.6835, 2.7692], [-2.8445, -0.8294, 2.2340], [-1.2537, 0.7076, 1.6756], [-0.9991, 1.7198, 0.8160], [1.2458, 0.3014, -3.1939], [1.3731, -0.1390, -1.8918], [1.3280, 1.6395, -3.3340], [0.3890, -3.6189, 0.7311], [-0.6056, -3.3323, 1.6698], [-2.2245, -2.8009, -0.0333], [1.6578, 0.7033, -0.8844], [1.7599, 2.5781, -2.3044], [0.1259, -3.3828, -0.6142], [-1.2086, -3.1080, -1.0542], [-1.8496, -2.8400, 1.3529], [1.9003, 2.1395, -1.0011], [-2.6141, -2.1990, 2.2676], [0.0461, 2.4382, 1.3965], [2.1671, 3.0268, 0.2517], [0.8901, 3.4428, 0.6789], [-1.4396, 1.8946, -0.2019], [1.0558, -0.3275, -4.0565], [1.2935, -1.1222, -1.5456], [1.1708, 1.9614, -4.3418], [1.3351, -4.0478, 1.0679], [-0.2129, -3.5067, 2.7024], [-3.2348, -2.5054, -0.1231], [1.7565, 0.4833, 0.1534], [1.6452, 3.6678, -2.5265], [-2.9898, -2.7567, 3.0252], [2.8085, 3.9224, 0.1171], [2.6123, 2.4223, 1.0518], [0.9847, 4.3712, 1.2618], [0.2073, 3.7232, -0.2056]],
  "mulliken_charge": [-0.65, -0.17, -0.19, -0.80, -0.34, -0.23, 0.44, 0.05, 0.06, -0.46, -0.01, -0.51, -0.69, -0.04, -0.30, -0.48, -0.37, 0.28, 0.01, -0.21, 0.45, -0.07, 0.94, -1.01, -0.66, 0.36, 0.41, 0.14, 0.36, 0.41, 0.27, 0.52, 0.41, 0.30, 0.26, 0.39, 0.41, 0.34, 0.37]
}

no.,DFT total energy (eV)
1,-10806.7304
2,-190869.3247
3,-52951.1490